Entry from OMol25: a 4-piece molecular cluster, C15H19F5O6 overall (wB97M-V/def2-TZVPD).

Gap between HOMO and LUMO: 8.9 eV
SMILES string: O=C1C=C(C(F)(F)C(F)(F)F)C(=O)O1.CC(C)=O.CC(C)=O.CC(C)=O
E_HOMO: -0.356 Eh
Calculated total energy: -1533.7632 Ha

Geometry (Å):
O  -0.360  3.284  3.016
C  -0.942  2.251  2.955
C  -1.193  1.383  1.768
C  -1.825  0.296  2.199
C  -2.295  -0.861  1.366
F  -3.635  -1.045  1.539
F  -2.082  -0.576  0.045
C  -1.578  -2.212  1.667
F  -0.305  -1.995  1.974
F  -2.166  -2.837  2.681
F  -1.631  -3.014  0.603
C  -2.026  0.413  3.665
O  -2.516  -0.341  4.434
O  -1.493  1.633  4.057
H  -0.881  1.624  0.764
C  3.028  2.050  -0.417
C  2.064  0.898  -0.562
C  2.205  0.046  -1.794
O  1.224  0.671  0.282
H  2.828  2.584  0.509
H  4.053  1.677  -0.412
H  2.923  2.731  -1.262
H  3.200  -0.398  -1.838
H  2.077  0.659  -2.688
H  1.456  -0.742  -1.784
C  -6.832  2.324  -0.195
C  -6.002  1.542  0.794
C  -6.517  0.180  1.191
O  -4.968  1.983  1.242
H  -6.356  3.279  -0.401
H  -6.935  1.759  -1.123
H  -7.831  2.494  0.208
H  -6.594  -0.462  0.312
H  -7.507  0.264  1.643
H  -5.835  -0.269  1.904
C  7.296  -1.647  -3.757
C  5.997  -1.824  -3.009
C  6.018  -2.758  -1.824
O  4.988  -1.247  -3.345
H  7.153  -0.957  -4.584
H  8.063  -1.259  -3.085
H  7.639  -2.609  -4.140
H  6.741  -2.408  -1.085
H  6.318  -3.757  -2.141
H  5.030  -2.804  -1.372

Entry from OMol25: one molecule with the formula C4H9NO2 (wB97M-V/def2-TZVPD).

Gap between HOMO and LUMO: 10.7 eV
Energy above the lowest of the compared OMol25 structures with the same formula, charge and spin: 48.9 kJ/mol
SMILES string: CCNC(=O)OC
E_HOMO: -0.360 Eh
Calculated total energy: -363.0669 Ha

Geometry (Å):
C  -1.967  0.835  0.812
C  -1.793  -0.529  0.146
N  -0.607  -0.597  -0.691
C  0.645  -0.616  -0.149
O  0.937  -0.935  0.984
O  1.528  -0.231  -1.105
C  2.832  0.110  -0.659
H  -1.864  1.638  0.072
H  -2.955  0.928  1.276
H  -1.205  0.984  1.584
H  -1.726  -1.321  0.897
H  -2.648  -0.757  -0.497
H  -0.644  -0.105  -1.571
H  3.470  0.071  -1.543
H  2.827  1.128  -0.255
H  3.180  -0.585  0.106

Entry from OMol25: C31H27F5N3O3PtS3Si as an isolated structure (wB97M-V/def2-TZVPD).

Gap between HOMO and LUMO (alpha / beta): 8.0 / 4.0 eV
Energy above the lowest of the compared OMol25 structures with the same formula, charge and spin: 132.6 kJ/mol
E_HOMO (alpha / beta): -0.393 / -0.399 Eh
Net charge: +1
Calculated total energy: -3689.7368 Ha
Spin multiplicity: 5

Geometry (Å):
Pt  12.536  11.532  10.299
F  8.465  6.047  8.232
C  9.566  6.765  8.490
C  10.749  6.651  7.749
F  10.974  5.713  6.826
C  11.776  7.541  8.087
F  12.972  7.468  7.480
C  11.685  8.501  9.138
S  13.151  9.420  9.473
C  10.508  8.516  9.886
F  10.478  9.243  11.012
C  9.515  7.599  9.597
F  8.419  7.515  10.363
N  18.823  15.689  14.579
C  17.478  15.538  14.419
C  16.863  15.903  13.206
C  15.534  15.663  13.006
C  14.813  15.114  14.018
C  15.340  14.774  15.249
C  16.690  15.074  15.468
S  13.066  14.914  13.669
O  12.505  14.656  14.988
O  12.493  15.964  12.849
N  12.970  13.634  12.616
C  12.789  12.409  13.052
S  12.450  11.898  14.722
C  12.695  10.292  14.333
C  12.925  10.097  12.989
N  12.944  11.270  12.264
H  19.385  15.784  13.747
H  19.299  15.200  15.318
H  17.453  16.385  12.411
H  15.019  15.902  12.066
H  14.690  14.350  16.030
H  17.141  14.893  16.445
H  12.557  9.507  15.070
H  13.109  9.168  12.448
C  16.514  13.610  7.588
C  16.780  13.914  9.086
C  17.207  12.540  9.661
O  16.632  11.532  8.824
C  16.585  12.065  7.490
H  17.202  14.095  6.881
H  15.492  13.997  7.293
H  15.873  14.284  9.591
H  17.480  14.738  9.222
H  16.858  12.364  10.698
H  18.308  12.414  9.582
H  15.771  11.587  6.907
H  17.533  11.797  6.977
C  7.448  14.620  10.596
C  7.387  13.444  9.851
C  8.584  12.881  9.368
C  9.839  13.454  9.661
C  9.850  14.589  10.526
C  8.663  15.164  10.975
Si  11.403  12.782  8.833
C  12.223  14.428  8.230
C  12.232  14.680  6.864
C  12.751  15.877  6.314
C  13.253  16.875  7.138
C  13.258  16.658  8.517
C  12.684  15.498  9.034
H  6.504  15.105  10.893
H  6.410  12.981  9.660
H  8.567  11.928  8.810
H  10.773  15.120  10.797
H  8.705  16.047  11.615
H  10.851  12.246  7.530
H  11.845  13.955  6.117
H  12.831  15.999  5.232
H  13.620  17.788  6.691
H  13.786  17.359  9.167
H  12.743  15.402  10.133

Entry from OMol25: one molecule with the formula C25H50O2 (wB97M-V/def2-TZVPD).

Gap between HOMO and LUMO: 11.1 eV
Energy above the lowest of the compared OMol25 structures with the same formula, charge and spin: 12.0 kJ/mol
SMILES string: CCCCCCCCCCCCCCCCCCCCCCCCC(=O)O
E_HOMO: -0.381 Eh
Calculated total energy: -1133.1041 Ha

Geometry (Å):
C  -4.189  -4.395  -0.247
C  -4.829  -3.103  0.246
C  -4.159  -1.872  -0.359
C  -4.782  -0.567  0.132
C  -4.045  0.652  -0.418
C  -4.681  1.965  0.027
C  -4.027  3.207  -0.582
C  -2.580  3.446  -0.128
C  -1.529  2.901  -1.094
C  -0.107  3.191  -0.614
C  0.931  2.404  -1.410
C  2.373  2.813  -1.113
C  2.744  2.720  0.370
C  4.260  2.648  0.602
C  4.758  1.232  0.899
C  4.522  0.245  -0.241
C  5.065  -1.143  0.094
C  4.750  -2.193  -0.975
C  3.268  -2.560  -1.082
C  2.759  -3.337  0.130
C  1.271  -3.683  0.051
C  0.332  -2.475  0.015
C  0.529  -1.526  1.194
C  -0.553  -0.451  1.240
C  -0.237  0.625  2.244
O  0.851  0.886  2.679
O  -1.335  1.306  2.606
H  -4.267  -4.470  -1.329
H  -3.136  -4.428  0.023
H  -4.682  -5.259  0.193
H  -4.756  -3.054  1.335
H  -5.890  -3.100  -0.013
H  -3.096  -1.883  -0.106
H  -4.234  -1.920  -1.448
H  -5.831  -0.531  -0.173
H  -4.755  -0.540  1.224
H  -4.037  0.606  -1.510
H  -3.014  0.617  -0.068
H  -5.737  1.958  -0.255
H  -4.633  2.033  1.117
H  -4.059  3.133  -1.672
H  -4.633  4.070  -0.298
H  -2.434  2.993  0.855
H  -2.411  4.521  -0.020
H  -1.675  3.351  -2.079
H  -1.656  1.824  -1.209
H  0.096  4.261  -0.705
H  -0.024  2.929  0.442
H  0.812  1.339  -1.194
H  0.740  2.543  -2.478
H  3.034  2.168  -1.695
H  2.535  3.838  -1.456
H  2.275  1.843  0.819
H  2.340  3.594  0.885
H  4.527  3.278  1.453
H  4.784  3.044  -0.271
H  5.829  1.274  1.117
H  4.252  0.866  1.796
H  3.451  0.178  -0.432
H  5.005  0.611  -1.151
H  4.662  -1.463  1.057
H  6.151  -1.078  0.206
H  5.089  -1.815  -1.943
H  5.320  -3.099  -0.757
H  2.682  -1.650  -1.212
H  3.123  -3.171  -1.977
H  3.325  -4.270  0.210
H  2.943  -2.768  1.040
H  1.092  -4.288  -0.842
H  1.017  -4.296  0.919
H  -0.696  -2.847  0.023
H  0.468  -1.928  -0.920
H  1.498  -1.032  1.124
H  0.513  -2.093  2.128
H  -0.628  0.040  0.265
H  -1.533  -0.869  1.477
H  -1.107  2.005  3.239

Entry from OMol25: C4H11N6 as an isolated structure (wB97M-V/def2-TZVPD).

Gap between HOMO and LUMO (alpha / beta): 6.9 / 6.9 eV
Energy above the lowest of the compared OMol25 structures with the same formula, charge and spin: 202.4 kJ/mol
E_HOMO (alpha / beta): -0.414 / -0.414 Eh
Net charge: +1
Calculated total energy: -487.2365 Ha

Geometry (Å):
C  0.644  -0.760  0.726
C  -0.861  -0.660  0.789
C  1.034  0.599  -1.222
C  -0.651  1.459  -0.431
N  1.312  -0.310  -0.266
N  -1.319  0.286  -0.057
N  1.228  -1.477  1.714
N  -1.556  -1.787  0.759
N  0.817  0.118  -2.490
N  -0.027  2.150  0.737
H  1.653  1.544  -1.270
H  -1.273  2.136  -1.101
H  -2.278  0.102  -0.290
H  0.765  -1.693  2.590
H  2.246  -1.655  1.685
H  -1.419  -2.547  1.428
H  -2.543  -1.515  0.434
H  0.748  0.828  -3.258
H  0.740  -0.847  -2.725
H  -0.246  1.788  1.583
H  0.988  2.241  0.666

Entry from OMol25: a 2-piece molecular cluster, C8H8N4O4 overall (wB97M-V/def2-TZVPD).

Gap between HOMO and LUMO: 9.2 eV
Energy above the lowest of the compared OMol25 structures with the same formula, charge and spin: 340.2 kJ/mol
SMILES string: O=c1cc[nH]c(=O)[nH]1.O=c1cc[nH]c(=O)[nH]1
E_HOMO: -0.345 Eh
Calculated total energy: -829.6308 Ha

Geometry (Å):
O  0.744  -3.995  2.382
C  0.931  -2.957  1.782
C  1.211  -1.664  2.388
C  1.405  -0.562  1.610
N  1.362  -0.659  0.226
C  1.054  -1.850  -0.448
O  0.966  -1.904  -1.641
N  0.917  -2.938  0.390
H  1.341  -1.581  3.472
H  1.590  0.421  2.039
H  1.347  0.165  -0.351
H  0.719  -3.819  -0.068
O  -0.139  3.780  -2.499
C  -0.218  2.920  -1.612
C  0.366  1.581  -1.408
C  -0.411  0.489  -0.946
N  -1.543  0.741  -0.176
C  -2.095  2.023  -0.037
O  -3.169  1.885  0.543
N  -1.184  3.123  -0.448
H  1.421  1.511  -1.926
H  -0.142  -0.585  -1.226
H  -2.149  -0.011  0.279
H  -1.673  4.028  -0.422